Record 1
Here is C16H20IN3Se4Zr as an isolated structure from the Open Molecules 2025 dataset. Energies are from the ωB97M-V functional and the def2-TZVPD basis.

For the LUMO energy, the calculation gives -0.9 eV. The calculation puts the energy relative to the best compared isomer or geometry (same formula, charge and spin) at 0.0 kcal/mol. The HOMO energy is -7.3125 eV. As for the spin multiplicity: 1.

Geometry (Å):
Zr 0.345490 0.613757 -1.489264
C 1.184293 3.316854 0.187536
N 1.665053 1.925986 -0.014692
C 3.042116 2.005199 -0.575920
C 1.661036 1.254248 1.300227
C 2.630583 1.639635 2.203171
C 2.736532 0.979436 3.409877
C 1.797732 -0.009508 3.707927
C 0.817428 -0.403019 2.806739
C 0.690219 0.264056 1.559310
N -0.196408 -0.065980 0.533626
C -1.250961 -0.996208 0.688590
C -1.898153 -1.283854 1.899587
C -2.934770 -2.231044 1.947855
C -3.396589 -2.857545 0.801393
C -2.805066 -2.542844 -0.407326
C -1.761869 -1.632269 -0.461805
N -1.190753 -1.281379 -1.769017
C -0.537089 -2.531810 -2.296942
C -2.271360 -0.900046 -2.710514
H 1.859817 3.842138 0.877996
H 1.164565 3.846238 -0.764731
H 0.175449 3.255557 0.614188
H 3.625261 2.748603 -0.015283
H 3.511050 1.010212 -0.527269
H 2.958159 2.320041 -1.637127
H 3.321537 2.446089 1.959719
H 3.544062 1.191232 4.110995
H 1.877708 -0.528970 4.650209
H 0.186772 -1.240069 3.071364
H -1.683327 -0.730098 2.800541
H -3.417684 -2.465641 2.902135
H -4.160271 -3.608382 0.877040
H -3.162181 -2.974003 -1.332022
H -1.310270 -3.258912 -2.573090
H 0.094636 -2.291383 -3.166007
H 0.112216 -2.948271 -1.530281
H -2.851973 -1.789150 -2.973339
H -2.889012 -0.125927 -2.256792
H -1.817411 -0.500993 -3.636005
Se -1.778691 2.082560 -1.028804
Se -1.746418 2.888760 -3.253320
Se 0.619565 2.626445 -3.447559
Se 1.063898 0.419575 -4.071052
I 2.375078 -1.479317 -0.971866

Cartesian forces (eV/Å) of the 6 atoms listed first:
Zr 0.2258 -1.1942 0.8152
C -0.3513 -0.0057 0.2683
N -0.0769 -0.1264 0.0257
C 0.0754 -0.1443 -0.4215
C -0.2024 0.1141 -0.3759
C 0.1596 -0.1347 0.2154

Results of the natural (NBO) charge analysis, in e, for atoms 1 through 5: 1.22 -0.40 -0.56 -0.43 0.18


Record 2
Here is a 12-piece molecular cluster, C45H42F27N6O27S9 overall from the Open Molecules 2025 dataset. Energies are from the ωB97M-V functional and the def2-TZVPD basis.

For the LUMO energy, the calculation gives 1.8 eV. The HOMO energy is 0.2785 eV. As for the spin multiplicity: 2. As for the net charge: -4.

Geometry (Å):
C 18.570900 16.926910 12.351870
N 18.858490 15.575360 11.864950
C 19.057380 14.557960 12.748240
C 19.109720 13.188920 12.273520
C 19.063360 12.937580 10.902680
C 18.852770 14.065930 10.057870
C 18.788440 15.340180 10.530920
C 19.290700 11.621080 10.380110
C 20.462690 10.936670 10.641000
C 20.632230 9.679300 10.186870
N 19.701720 9.063420 9.458280
C 18.524580 9.630300 9.219930
C 18.347670 10.968840 9.625430
C 19.913960 7.731750 8.937110
H 19.032710 17.740370 11.792310
H 19.013600 17.147110 13.323280
H 17.496140 17.107630 12.333610
H 19.041440 14.755810 13.809850
H 19.270100 12.444100 13.038970
H 18.877240 13.879670 8.994340
H 18.822790 16.200060 9.878370
H 21.276740 11.365190 11.206770
H 21.571810 9.173270 10.352760
H 17.746550 8.970510 8.865320
H 17.414340 11.508990 9.566060
H 19.484380 7.667820 7.937370
H 19.363970 7.037170 9.572070
H 20.965620 7.456140 9.015530
C 9.597490 11.397670 11.202810
N 9.556380 11.624140 9.763840
C 10.090410 12.728810 9.182900
C 10.353340 12.684220 7.795270
C 9.898900 11.571230 7.059290
C 9.276300 10.554770 7.697080
C 9.063010 10.605280 9.051670
C 10.162240 11.456380 5.564890
C 11.436190 11.779140 5.081880
C 11.699320 11.585240 3.727300
N 10.735350 11.147740 2.888600
C 9.424290 11.080820 3.351140
C 9.070470 11.220420 4.708440
C 10.966100 11.064640 1.452740
H 9.949140 10.375260 11.341090
H 8.612610 11.661720 11.588020
H 10.337180 12.077570 11.625520
H 10.548190 13.491210 9.795740
H 10.928600 13.410970 7.240920
H 8.992680 9.673150 7.141470
H 8.565270 9.771950 9.525190
H 12.271150 12.153120 5.655800
H 12.669990 11.707220 3.269780
H 8.668770 10.787460 2.637330
H 8.087010 10.968980 5.077190
H 10.198770 10.392120 1.069320
H 12.008450 10.856980 1.210910
H 10.681670 12.051920 1.088750
C 6.028750 16.107940 14.774340
N 7.349870 15.614640 14.270510
C 7.442450 15.158510 12.966980
C 8.699930 14.837190 12.443810
C 9.867460 14.922960 13.255270
C 9.650060 15.265740 14.633750
C 8.379830 15.665530 15.124000
C 11.283930 14.758090 12.721400
C 11.749410 15.325160 11.499540
C 13.082680 15.071670 11.094650
N 13.863350 14.226310 11.751360
C 13.463370 13.639220 12.875340
C 12.198840 13.959860 13.373650
C 15.219730 13.976250 11.209520
H 5.603120 16.833470 14.081120
H 6.137740 16.453750 15.802270
H 5.304280 15.308170 14.620720
H 6.489530 15.002040 12.483390
H 8.700740 14.692460 11.373550
H 10.496680 15.308340 15.302950
H 8.168480 15.933700 16.148610
H 11.116290 15.878590 10.821850
H 13.540610 15.634420 10.294640
H 14.231580 13.085360 13.394460
H 11.911910 13.385120 14.241840
H 15.578280 13.119180 11.779580
H 15.941360 14.723030 11.540690
H 15.165740 13.859700 10.127120
C 14.809840 16.246570 16.061230
F 15.447600 15.958040 17.250710
F 13.703150 15.475290 15.852250
F 14.334330 17.536670 16.168260
S 16.176850 16.183800 14.586680
O 15.680310 17.295940 13.722640
O 17.513830 16.530060 15.182500
O 16.131150 14.794600 14.030650
C 16.675460 19.518610 10.003340
F 17.098530 19.593670 11.218270
F 16.167290 20.655620 9.522880
F 17.760800 19.335950 9.293460
S 15.470750 17.945240 9.784490
O 16.253610 16.726990 10.109580
O 14.220240 18.132690 10.527190
O 15.061200 18.001970 8.360840
C 10.220660 18.797280 15.343320
F 10.407240 20.069350 15.104120
F 9.005740 18.519870 14.912270
F 11.153170 18.066020 14.634840
S 10.495790 18.426160 17.284570
O 11.727420 19.088900 17.696240
O 9.243820 18.785070 17.949540
O 10.677030 16.935950 17.270290
C 5.556710 10.993670 10.025110
F 6.363380 10.629230 11.069870
F 6.080940 10.281360 8.968000
F 4.304240 10.717100 10.340670
S 5.802060 12.935370 9.813220
O 5.267970 13.576900 11.054760
O 7.270950 13.185580 9.677980
O 5.109340 13.392500 8.596190
C 14.616890 10.186240 15.665410
F 14.528250 8.869810 15.465560
F 15.249290 10.473620 16.849390
F 15.196160 10.794500 14.644050
S 12.864350 11.116440 15.888360
O 12.117170 10.957100 14.630000
O 12.228630 10.525320 17.128760
O 13.360800 12.467940 16.025230
C 6.596430 17.878600 9.872460
F 5.926890 17.241670 8.960040
F 6.272380 19.157800 9.974710
F 6.282160 17.471020 11.146850
S 8.479490 17.592560 9.561150
O 8.701860 18.308130 8.310860
O 9.271650 18.109340 10.681030
O 8.609200 16.148480 9.372470
C 3.491750 21.105000 15.615800
F 3.608060 22.213060 14.828990
F 3.958170 21.294100 16.822580
F 2.301240 20.645430 15.684780
S 4.608370 19.671950 14.950420
O 3.812050 18.853070 14.015560
O 5.750910 20.381240 14.324160
O 4.936670 18.867410 16.160440
C 7.904280 12.623470 18.979830
F 7.404700 11.454830 18.552270
F 8.047920 12.507460 20.296590
F 9.107390 12.882520 18.531340
S 6.586530 14.142380 18.650550
O 5.907750 13.670910 17.444300
O 5.681000 14.352930 19.828310
O 7.385550 15.360390 18.274250
C 14.114610 9.915420 10.644690
F 15.152620 10.381790 11.434210
F 14.283350 8.659000 10.228940
F 12.955240 9.847430 11.343610
S 13.595530 11.145720 9.212180
O 12.581920 10.522090 8.359070
O 12.948350 12.315970 9.835570
O 14.886480 11.526030 8.638660

Cartesian forces (eV/Å) of the 6 atoms listed first:
C 0.4428 1.4363 0.4412
N 0.3597 -0.4734 0.8086
C -0.9530 -1.8927 -1.7850
C 0.6542 2.9312 0.6935
C -0.3488 1.6276 0.6615
C 0.3304 -1.0698 -0.0246

Results of the Löwdin charge analysis, in e, for atoms 1 through 5: -0.02 -0.05 0.05 0.06 -0.17


Record 3
Here is a 2-piece molecular cluster, C4H8N2O overall from the Open Molecules 2025 dataset. Energies are from the ωB97M-V functional and the def2-TZVPD basis.

For the LUMO energy, the calculation gives 1.0 eV. The SMILES is [H]/N=C/CCN=C=O.[H][H]. The calculation puts the energy relative to the best compared isomer or geometry (same formula, charge and spin) at 58.9 kcal/mol. The HOMO energy is -9.9538 eV. As for the spin multiplicity: 1.

Geometry (Å):
H 0.877491 -2.453313 0.399169
N 0.601402 -1.515255 0.690028
C -0.550373 -1.216792 0.253082
C -1.160532 0.137389 0.495794
C -0.189314 1.350544 0.494311
N 1.052234 1.189877 -0.224477
C 2.044349 0.511029 -0.066545
O 3.080446 -0.039689 -0.062956
H -1.166979 -1.910180 -0.335424
H -1.652049 0.111331 1.478058
H -1.960290 0.290965 -0.236806
H 0.033189 1.644813 1.524929
H -0.710081 2.190496 0.023063
H -0.378316 -0.395853 -2.369559
H 0.078821 0.104638 -2.062671

Cartesian forces (eV/Å) of the 6 atoms listed first:
H -0.0436 0.0360 0.1410
N -0.3881 -0.0399 -0.1306
C 0.1709 0.0032 0.1080
C -0.0404 0.0075 -0.0429
C -0.1172 0.0863 0.2150
N 0.5244 -0.3462 0.0531

Results of the natural (NBO) charge analysis, in e, for atoms 1 through 5: 0.35 -0.64 0.16 -0.49 -0.20


| no. | E_tot (Ha) |
| --- | --- |
| 1 | -10736.610935 |
| 2 | -10379.838587 |
| 3 | -341.909712 |